[1]
The following is a quantum chemistry calculation of a 3-piece molecular cluster, C23H47BrIN2O14P3S overall, from the OMol25 dataset.

```
! RIJCOSX wB97M-V def2-TZVPD def2/J DEFGRID3
* xyz 0 1
C 8.24 -4.74 -3.86
C 6.88 -3.95 -3.35
O 7.03 -2.73 -2.82
O 5.49 -4.50 -3.48
C 4.99 -4.00 -4.76
C 3.49 -3.36 -4.76
P 3.73 -1.71 -5.67
N 2.41 -1.15 -6.43
C 2.70 -4.37 -5.84
O 3.02 -4.57 -7.14
O 1.59 -5.10 -5.21
C 1.85 -4.99 -3.74
Br 0.06 -5.48 -2.99
C 2.73 -6.33 -3.45
C 2.83 -6.67 -1.81
C 2.01 -8.10 -1.53
I 4.87 -6.99 -1.10
C 2.48 -3.50 -3.49
S 3.09 -3.04 -1.75
C 1.14 -2.50 -3.58
O 0.61 -2.26 -2.20
N -0.12 -1.12 -2.19
O -1.17 -1.28 -2.80
H 8.02 -5.84 -4.24
H 8.77 -4.19 -4.77
H 9.04 -4.75 -2.99
H 5.12 -4.86 -5.57
H 5.73 -3.14 -5.10
H 4.73 -1.96 -6.72
H 4.26 -0.77 -4.72
H 1.64 -1.82 -6.25
H 3.77 -6.39 -3.99
H 2.09 -7.24 -3.89
H 2.34 -5.82 -1.15
H 0.87 -7.94 -1.34
H 2.21 -8.85 -2.43
H 2.55 -8.59 -0.59
H 3.77 -1.80 -1.76
H 1.44 -1.40 -3.96
H 0.33 -2.88 -4.33
C 3.57 3.07 3.47
C 2.90 1.89 2.79
O 1.72 2.29 2.12
P 1.90 3.07 0.67
O 2.19 1.77 -0.12
O 0.31 3.11 0.20
C -0.06 2.69 -1.11
C -0.65 1.29 -1.05
O 1.59 4.53 1.55
C 0.30 4.95 1.99
C -0.36 4.03 3.00
H 3.95 3.78 2.72
H 4.42 2.74 4.08
H 2.87 3.61 4.10
H 3.59 1.40 2.10
H 2.61 1.15 3.55
H 0.79 2.74 -1.80
H -0.82 3.39 -1.48
H 0.01 0.58 -0.55
H -0.86 0.92 -2.06
H -1.59 1.30 -0.48
H -0.35 5.14 1.13
H 0.45 5.92 2.46
H -0.65 3.08 2.56
H -1.26 4.50 3.41
H 0.32 3.82 3.83
C -6.24 3.65 1.00
C -5.46 4.47 2.01
O -5.93 4.23 3.32
P -5.46 2.82 4.05
O -4.05 3.34 4.40
O -6.04 3.13 5.58
C -5.21 2.92 6.72
C -4.68 4.26 7.22
O -7.05 2.24 3.67
C -8.24 2.59 4.36
C -8.61 4.06 4.28
H -6.05 2.58 1.14
H -5.95 3.92 -0.03
H -7.31 3.80 1.11
H -4.39 4.26 1.94
H -5.60 5.53 1.80
H -4.39 2.22 6.49
H -5.82 2.45 7.50
H -4.19 4.83 6.43
H -3.97 4.11 8.03
H -5.51 4.87 7.58
H -8.19 2.25 5.40
H -9.04 2.02 3.89
H -7.91 4.69 4.84
H -9.61 4.23 4.70
H -8.61 4.41 3.25
*
```

LUMO in Ha: -0.0790
Structure (SMILES): CC(=O)OC[C@@]1([PH2]=N)C(=O)O[C@@](Br)(C[C@@H](C)I)[C@]1(S)CON=O.CCOP(=O)(OCC)OCC.CCOP(=O)(OCC)OCC
E_tot in eV: -173086.5921
Gap between HOMO and LUMO in eV: 6.82
E_HOMO in eV: -8.97
Maximum force in Eh/bohr: 0.1897

***

[2]
The following is a quantum chemistry calculation of a 4-piece molecular cluster, C23H47NO7PS overall, from the OMol25 dataset.

```
! RIJCOSX wB97M-V def2-TZVPD def2/J DEFGRID3
* xyz 0 2
C 0.63 -1.83 1.81
C -0.77 -1.22 1.21
C -0.64 -0.48 -0.24
P -1.11 -1.72 -1.63
S -1.19 -0.84 -3.41
C -1.68 0.80 -0.31
C -1.22 2.05 0.64
C -2.28 2.04 1.94
C -1.52 3.45 -0.15
N 0.16 1.93 1.25
O 0.45 3.17 1.74
C 1.21 1.47 0.28
C 2.54 1.06 1.22
C 1.76 2.60 -0.77
C 0.85 0.12 -0.58
H 0.32 -2.75 2.50
H 1.34 -2.30 0.98
H 1.21 -1.09 2.53
H -1.49 -2.16 1.04
H -1.30 -0.57 2.05
H -0.14 -2.78 -1.73
H -2.37 -2.31 -1.26
H -1.68 1.21 -1.43
H -2.78 0.42 -0.11
H -2.97 3.01 1.89
H -1.65 2.05 2.95
H -2.93 1.06 1.98
H -2.60 3.31 -0.65
H -1.63 4.39 0.56
H -0.79 3.69 -1.03
H 3.14 0.16 0.79
H 3.29 1.97 1.28
H 2.13 0.89 2.32
H 1.06 2.76 -1.72
H 2.78 2.17 -1.22
H 2.07 3.63 -0.26
H 0.81 0.46 -1.72
H 1.66 -0.73 -0.54
O 4.63 0.32 -1.05
C 4.65 -0.28 -2.13
O 3.68 -1.17 -2.43
C 3.50 -1.77 -3.73
C 4.37 -3.00 -3.89
C 5.79 -0.10 -3.08
H 3.66 -1.03 -4.53
H 2.45 -2.06 -3.79
H 5.43 -2.76 -3.82
H 4.18 -3.48 -4.85
H 4.16 -3.72 -3.09
H 6.60 -0.78 -2.81
H 6.16 0.93 -3.00
H 5.52 -0.23 -4.13
O -0.29 -4.51 0.20
C 0.28 -5.45 0.75
O 1.33 -5.24 1.57
C 1.92 -6.25 2.42
C 2.97 -7.04 1.66
C -0.13 -6.87 0.44
H 1.15 -6.89 2.86
H 2.40 -5.72 3.24
H 2.54 -7.58 0.82
H 3.46 -7.76 2.32
H 3.73 -6.37 1.25
H 0.40 -7.21 -0.45
H -1.21 -6.88 0.25
H 0.04 -7.56 1.27
O -8.30 5.11 1.18
C -7.09 5.31 1.28
O -6.61 6.58 1.31
C -5.25 6.92 1.63
C -4.37 6.87 0.39
C -6.12 4.17 1.27
H -4.86 6.31 2.44
H -5.27 7.95 2.01
H -4.33 5.86 -0.03
H -3.35 7.19 0.63
H -4.78 7.52 -0.39
H -5.88 3.91 0.24
H -6.59 3.31 1.76
H -5.21 4.37 1.83
*
```

LUMO (spin up / spin down) in Ha: 0.0117 / -0.0103
Energy above the lowest of the compared OMol25 structures with the same formula, charge and spin in kcal per mole: 129.9
E_tot in eV: -60553.0683
Gap between HOMO and LUMO (spin up / spin down) in eV: 8.54 / 7.94
E_HOMO (spin up / spin down) in eV: -8.22 / -8.22
Maximum force in Eh/bohr: 0.0823

***

[3]
The following is a quantum chemistry calculation of a 2-piece molecular cluster, C23H48BFN4O9PS2 overall, from the OMol25 dataset.

```
! RIJCOSX wB97M-V def2-TZVPD def2/J DEFGRID3
* xyz 1 1
C -2.78 -1.46 5.76
C -1.81 -1.82 4.63
S -0.54 -0.54 4.64
C 0.47 -0.71 3.17
N 0.19 0.19 1.96
P 0.33 1.92 2.61
O 1.74 2.11 2.95
C 1.24 -0.22 0.88
C 2.72 -0.38 1.28
C 3.74 0.78 1.31
C 4.69 0.76 0.10
C 5.36 2.12 -0.16
C 5.34 2.58 -1.62
O 6.62 2.37 -2.22
C 6.62 1.83 -3.48
C 6.30 0.36 -3.52
O 6.92 2.48 -4.43
C 1.10 0.42 -0.52
N 1.78 1.68 -0.75
C 1.68 2.78 -0.25
O 1.61 3.83 0.24
C -0.34 0.30 -1.10
C -0.42 -1.06 -1.84
C -1.73 -1.50 -2.54
O -1.53 -1.19 -3.92
C -2.06 -3.00 -2.40
N -3.26 -3.22 -1.60
S -0.55 1.62 -2.33
O 0.25 1.40 -3.46
O -0.64 2.88 -1.67
F -2.05 1.27 -2.70
C -1.38 0.59 -0.01
C -1.23 -0.02 1.41
N -2.07 0.88 2.20
B -1.81 -1.54 1.40
O -3.16 -1.49 1.41
C -1.07 -2.94 1.27
C -1.04 -3.85 2.52
H -2.23 -1.22 6.67
H -3.45 -2.29 5.95
H -3.36 -0.58 5.50
H -1.36 -2.80 4.82
H -2.36 -1.89 3.69
H 0.59 -1.73 2.79
H 1.45 -0.39 3.53
H -0.21 2.63 1.54
H -0.53 2.01 3.69
H 0.94 -1.25 0.70
H 2.79 -0.97 2.19
H 3.09 -1.07 0.52
H 3.28 1.76 1.39
H 4.35 0.67 2.21
H 4.15 0.43 -0.79
H 5.47 0.02 0.29
H 4.90 2.90 0.46
H 6.41 2.08 0.13
H 5.13 3.65 -1.68
H 4.56 2.07 -2.19
H 5.30 0.18 -3.11
H 6.34 0.00 -4.54
H 7.00 -0.18 -2.88
H 1.68 -0.28 -1.12
H 0.31 -0.98 -2.65
H -0.07 -1.85 -1.17
H -2.59 -0.93 -2.18
H -2.33 -0.81 -4.29
H -2.18 -3.36 -3.43
H -1.24 -3.56 -1.95
H -4.08 -2.82 -2.05
H -3.42 -4.21 -1.46
H -2.38 0.30 -0.36
H -1.43 1.67 0.12
H -2.45 0.43 3.02
H -2.86 1.20 1.65
H -3.59 -2.35 1.49
H -1.67 -3.47 0.53
H -0.06 -2.90 0.87
H -0.43 -3.46 3.33
H -2.05 -4.04 2.90
H -0.65 -4.83 2.24
C -5.87 2.52 -3.70
C -5.66 2.63 -2.20
O -4.83 1.59 -1.70
H -6.31 1.56 -3.95
H -6.53 3.31 -4.06
H -4.92 2.61 -4.23
H -6.61 2.54 -1.67
H -5.23 3.61 -1.95
H -3.98 1.65 -2.13
*
```

LUMO in Ha: -0.0895
E_tot in eV: -83364.4827
Gap between HOMO and LUMO in eV: 9.38
E_HOMO in eV: -11.82
Maximum force in Eh/bohr: 0.0130

***

E_tot of number 2 (C23H47NO7PS)?
-60553.0683 eV

***

The highest E_tot belongs to which entry?
C23H47NO7PS

***

E_tot of number 1 (C23H47BrIN2O14P3S)?
-173086.5921 eV